ORCA calculation (wB97M-V/def2-TZVPD) on 4 unconnected molecules or ions with the total composition C20H32F5N4O7 in a non-equilibrium geometry.

The calculation puts the HOMO energy at -0.4376 hartree. As for the LUMO energy: -4.07 eV.

```
! RIJCOSX wB97M-V def2-TZVPD def2/J DEFGRID3
* xyz 1 1
N -0.656 -1.879 -2.119
C -0.867 -2.823 -1.505
O -1.003 -4.026 -0.817
N 0.262 -4.561 -0.779
C 0.875 -4.905 -1.976
N 2.122 -5.362 -1.620
C 2.242 -5.303 -0.219
C 3.578 -5.741 0.451
F 4.617 -5.142 -0.272
F 3.693 -5.291 1.739
C 3.737 -7.336 0.390
F 4.358 -7.640 -0.803
F 4.497 -7.729 1.445
F 2.492 -7.904 0.430
C 1.017 -4.775 0.389
C 0.682 -4.536 1.881
C -0.151 -3.215 2.157
N 0.685 -1.988 2.005
H 0.482 -4.842 -3.016
H 2.801 -5.659 -2.328
H 1.604 -4.468 2.531
H 0.087 -5.397 2.320
H -0.438 -3.252 3.252
H -1.109 -3.139 1.575
H 0.383 -1.509 1.152
H 0.467 -1.339 2.772
O 0.424 -0.921 4.752
C 0.256 0.265 4.936
O 1.317 1.074 5.054
C 1.236 2.508 5.078
C 0.970 3.017 6.480
C -1.123 0.833 5.129
H 0.506 2.873 4.353
H 2.209 2.870 4.744
H 0.008 2.668 6.859
H 0.973 4.108 6.499
H 1.734 2.651 7.169
H -1.416 0.719 6.173
H -1.817 0.275 4.500
H -1.215 1.876 4.834
O -1.776 1.521 1.465
C -2.023 2.016 0.390
O -3.295 2.232 0.030
C -3.686 2.988 -1.129
C -3.713 2.118 -2.366
C -0.925 2.310 -0.598
H -3.057 3.871 -1.253
H -4.693 3.354 -0.925
H -2.724 1.722 -2.601
H -4.069 2.686 -3.225
H -4.371 1.258 -2.215
H -0.699 1.405 -1.164
H -0.037 2.616 -0.044
H -1.151 3.123 -1.285
O -2.841 4.695 -3.922
C -1.814 4.634 -4.550
O -1.102 3.490 -4.558
C 0.020 3.247 -5.418
C 1.301 3.780 -4.810
C -1.259 5.844 -5.251
H -0.163 3.637 -6.421
H 0.094 2.163 -5.519
H 1.265 4.863 -4.682
H 2.157 3.536 -5.442
H 1.460 3.348 -3.820
H -0.686 6.441 -4.540
H -2.094 6.438 -5.625
H -0.641 5.609 -6.114
*
```



ORCA calculation (wB97M-V/def2-TZVPD) on a molecular structure, C28H58O4Sr in a non-equilibrium geometry.

The calculation puts the HOMO energy at -0.4911 hartree. As for the LUMO energy: -8.57 eV.

```
! RIJCOSX wB97M-V def2-TZVPD def2/J DEFGRID3
* xyz 2 1
C 6.993 0.980 1.623
C 6.605 0.302 0.248
C 6.685 -1.288 0.356
C 5.254 -1.941 0.260
C 5.206 -3.217 -0.674
C 3.857 -3.231 -1.496
C 3.905 -2.224 -2.704
C 2.467 -1.550 -2.848
C 2.606 -0.062 -2.369
C 1.236 0.698 -2.132
C -0.053 -0.181 -2.324
C -1.331 0.761 -2.300
C -2.652 0.034 -2.763
C -3.621 -0.311 -1.561
C -3.199 -1.612 -0.778
O -4.090 -2.654 -1.191
C -3.568 -3.409 -2.298
C -3.316 -1.475 0.789
C -3.653 -2.901 1.374
C -3.385 -3.058 2.914
C -4.603 -2.600 3.817
O -5.731 -3.443 3.599
O -2.077 -1.002 1.374
C -2.215 0.382 1.719
C -3.003 0.552 3.095
C -0.768 0.951 1.942
C -0.367 2.125 0.977
C -1.517 3.147 0.683
C -0.882 4.286 -0.314
C -1.758 5.634 -0.439
O -0.981 6.744 0.076
C -0.734 6.528 1.500
H 6.616 0.374 2.481
H 6.549 2.003 1.697
H 8.096 1.095 1.730
H 5.567 0.642 -0.004
H 7.319 0.623 -0.548
H 7.366 -1.637 -0.449
H 7.128 -1.508 1.357
H 4.880 -2.207 1.280
H 4.550 -1.190 -0.168
H 5.306 -4.154 -0.074
H 6.042 -3.157 -1.410
H 3.021 -3.057 -0.779
H 3.715 -4.262 -1.910
H 4.218 -2.717 -3.653
H 4.661 -1.425 -2.481
H 1.756 -2.156 -2.249
H 2.175 -1.511 -3.928
H 3.190 -0.009 -1.413
H 3.185 0.525 -3.119
H 1.114 1.608 -2.770
H 1.237 1.054 -1.070
H -0.143 -0.857 -1.439
H -0.081 -0.739 -3.284
H -1.449 1.286 -1.317
H -1.130 1.563 -3.064
H -3.204 0.646 -3.521
H -2.348 -0.925 -3.243
H -3.696 0.614 -0.933
H -4.641 -0.477 -1.994
H -2.127 -1.851 -0.994
H -2.611 -3.024 -2.707
H -3.473 -4.473 -1.954
H -4.349 -3.432 -3.101
H -4.187 -0.820 1.064
H -4.752 -3.058 1.228
H -3.089 -3.720 0.863
H -3.274 -4.157 3.111
H -2.447 -2.583 3.279
H -4.254 -2.682 4.881
H -4.851 -1.522 3.658
H -5.405 -4.201 3.102
H -2.777 0.849 0.876
H -2.948 -0.417 3.648
H -4.066 0.864 2.948
H -2.522 1.310 3.766
H -0.549 1.270 2.984
H -0.060 0.109 1.724
H 0.450 2.699 1.494
H 0.056 1.811 -0.003
H -1.991 3.597 1.625
H -2.360 2.655 0.054
H -0.896 3.814 -1.329
H 0.184 4.468 -0.046
H -1.953 5.841 -1.518
H -2.779 5.529 0.068
H -0.466 7.502 1.975
H 0.134 5.851 1.685
H -1.713 6.119 1.916
Sr -3.230 4.643 1.826
*
```



Q: HOMO energy of number 1 (C20H32F5N4O7)?
A: -0.4376 hartree